C4H5NO | ωB97M-V with the def2-TZVPD basis set

Structure (XYZ):
```
11
Properties=species:S:1:pos:R:3
N 2.9395 0.6456 1.1371
C 2.0499 0.2755 0.4957
C 0.9183 -0.2035 -0.2996
C -0.4211 -0.0458 0.4171
C -1.6575 0.1709 -0.3366
O -1.3264 -1.1076 0.1848
H 1.0639 -1.2704 -0.5064
H 0.9212 0.3183 -1.2623
H -0.3696 0.2986 1.4512
H -2.5062 0.6580 0.1426
H -1.6118 0.2603 -1.4236
```

Calculated values
E_LUMO	0.8	eV
structure (SMILES)	N#CC[C@H]1CO1
2S+1	1
ΔE to the lowest compared entry with this formula, charge and spin	38.3	kcal/mol
molecular weight	83.09	g mol⁻¹
electronic energy	-7764.8659	eV
Kohn-Sham gap	11.7783	eV